Arrangement P

10
Properties=species:S:1:pos:R:3:nbo_charge:R:1 method="wB97M-V/def2-TZVPD" charge=0 e_lumo_ev=-0.4 homo_lumo_gap_ev=8.8487
H 0.168 2.141 1.286 -0.19
N -1.601 0.917 -0.613 -1.12
H 0.411 -3.017 -0.711 -0.19
H 1.594 -2.650 1.352 -0.20
H -0.107 3.002 -0.930 -0.17
H 0.599 0.148 -0.590 0.35
Si 0.958 -1.869 0.190 1.38
Si -0.582 1.926 0.132 1.37
Cl -2.714 -0.278 -0.023 0.11
N 1.274 -0.320 -0.092 -1.34

=====

Arrangement Q

10
Properties=species:S:1:pos:R:3:nbo_charge:R:1 method="wB97M-V/def2-TZVPD" charge=0 e_lumo_ev=-0.3 homo_lumo_gap_ev=9.0795
Si -1.753 1.174 -1.729 1.31
N 0.684 0.240 2.343 -1.35
Si 1.326 -1.152 1.907 1.35
N -0.710 0.081 -2.233 -1.10
H -1.342 1.088 -0.335 -0.15
H 1.160 1.132 2.183 0.39
H 0.754 -2.546 1.849 -0.18
H -2.874 2.059 -2.133 -0.18
H 3.000 -1.430 1.893 -0.22
Cl -0.245 -0.646 -3.746 0.11

=====

Which structure loses on stability? arrangement Q does.

=====

Arrangement P

21
Properties=species:S:1:pos:R:3:lowdin_spin:R:1 method="wB97M-V/def2-TZVPD" charge=0 e_lumo_ev="1.0 / -1.5" s_squared=0.766 homo_lumo_gap_ev="9.6689 / 7.2870" multiplicity=2
H -1.367 -1.070 -1.182 0.00
H 1.397 -0.720 1.269 0.01
C -0.631 -0.615 -0.494 0.09
N 1.651 1.857 0.548 0.01
H 2.178 -2.222 0.364 0.01
H 0.544 -2.198 -1.208 0.02
H 2.076 2.700 0.883 0.00
C 1.783 -1.193 0.382 0.06
O -1.070 0.248 0.276 0.28
H 1.496 0.980 -1.315 0.00
H -7.023 -0.269 0.946 0.00
H 3.720 -0.111 0.530 0.00
H 0.658 1.764 0.683 0.00
C 0.551 -1.375 -0.506 0.48
N -6.157 -0.251 0.427 0.00
C 2.260 1.161 -0.534 0.01
C 2.864 -0.182 -0.158 0.03
H 3.444 -0.631 -0.962 0.00
H -6.383 -0.386 -0.557 0.00
H -5.736 0.670 0.372 0.00
H 2.922 1.834 -1.138 0.00

=====

Arrangement Q

21
Properties=species:S:1:pos:R:3:lowdin_spin:R:1 method="wB97M-V/def2-TZVPD" charge=0 e_lumo_ev="0.7 / 0.7" s_squared=0.751 homo_lumo_gap_ev="4.4782 / 9.1872" multiplicity=2
H -3.167 -1.710 0.813 0.13
H 0.722 -0.998 -1.024 0.00
C -1.571 -0.670 0.142 0.16
H 0.717 0.338 1.444 0.00
H -2.938 -2.069 -0.712 0.19
C 0.494 0.741 0.452 0.00
H 0.814 1.719 0.558 0.00
H 4.515 0.092 -0.464 0.00
C -0.993 0.539 0.289 0.03
H 1.163 0.424 -1.527 0.00
H -0.818 -1.495 0.052 0.03
H 2.748 -0.199 1.065 0.00
N -1.671 1.732 0.225 0.02
N -2.910 -1.193 -0.047 0.26
H -2.667 1.908 0.288 0.03
C 1.243 -0.072 -0.582 0.00
C 2.596 -0.371 0.004 0.00
H -1.135 2.648 0.068 0.00
O 3.624 0.498 -0.584 0.00
H 2.792 -1.379 -0.046 0.00
H -3.559 -0.482 -0.415 0.12

=====

Arrangement R

21
Properties=species:S:1:pos:R:3:lowdin_spin:R:1 method="wB97M-V/def2-TZVPD" charge=0 e_lumo_ev="0.2 / 0.2" s_squared=0.754 homo_lumo_gap_ev="4.0339 / 7.4930" multiplicity=2
N 1.351 -0.413 -0.426 0.01
H 0.059 -0.371 1.168 0.00
H 1.779 -2.249 0.604 0.03
C -0.217 1.412 -0.039 0.00
H -0.372 -3.438 -0.709 0.04
C 0.062 2.883 0.199 0.00
H -1.784 1.401 1.324 0.00
H 0.190 3.157 1.244 0.00
H 1.397 0.736 1.297 0.00
H 2.314 -0.050 -0.541 0.00
H 0.980 3.228 -0.315 0.00
H -0.761 3.478 -0.222 0.00
N -1.652 1.111 0.343 0.00
H -0.130 1.242 -1.112 0.00
C 0.653 0.339 0.602 0.00
C -0.213 -2.383 -0.402 0.53
H -2.334 1.546 -0.271 0.00
C 1.254 -1.864 -0.298 0.08
O -1.242 -1.619 -0.054 0.28
H 1.716 -2.399 -1.158 0.01
H -1.744 0.036 0.227 0.00

=====

Which structure loses on stability? arrangement Q does.

=====

Arrangement P

35
Properties=species:S:1:pos:R:3:nbo_charge:R:1 method="wB97M-V/def2-TZVPD" charge=+1 e_lumo_ev=-3.4 homo_lumo_gap_ev=10.2229
H -0.706 -2.633 -2.104 0.49
O -0.133 3.629 -0.793 -0.97
O -0.337 3.062 1.626 -0.98
H -0.421 -0.909 -3.318 0.44
H 0.489 1.081 0.300 0.45
H 3.128 1.735 0.223 0.48
H -2.787 -0.038 2.542 0.50
H 0.274 -3.227 -0.398 0.49
H -0.806 0.513 -2.827 0.46
H -2.245 1.560 -1.141 0.46
H -1.149 2.472 -1.250 0.44
H 0.318 3.063 2.361 0.51
H -0.560 4.550 -0.710 0.48
H -0.361 -3.657 1.780 0.50
O -0.813 -1.979 -1.353 -0.97
O 2.748 -2.267 -0.164 -0.98
H -1.816 -1.940 -1.394 0.49
H -0.392 3.235 0.094 0.47
O 0.679 -4.036 -0.539 -0.97
H -0.708 -2.368 2.512 0.44
N 0.574 0.035 0.235 -0.86
H 0.092 -4.627 -1.024 0.48
H 1.039 -0.429 1.050 0.47
H -1.248 3.413 2.035 0.52
H -1.818 1.239 2.351 0.47
H 0.959 -0.208 -0.667 0.47
O -0.063 0.159 -3.067 -0.91
O -1.426 1.816 -1.591 -0.92
O -0.820 -2.653 1.747 -0.94
H -0.332 -0.368 0.239 0.45
H 2.334 -3.009 -0.373 0.49
H 2.503 2.371 1.419 0.46
H 3.307 -1.805 -0.829 0.49
O 2.895 1.554 1.179 -0.94
O -2.390 0.661 1.848 -0.97

=====

Arrangement Q

35
Properties=species:S:1:pos:R:3:nbo_charge:R:1 method="wB97M-V/def2-TZVPD" charge=+1 e_lumo_ev=-3.3 homo_lumo_gap_ev=9.1934
O -2.176 -0.377 1.677 -0.91
H 3.603 -1.577 0.836 0.49
H -1.147 0.130 1.985 0.44
N 0.376 -0.233 -0.138 -0.93
H 3.979 2.093 0.592 0.49
H -2.584 1.648 -0.613 0.49
O 3.591 1.737 1.401 -0.96
H 1.326 3.649 -0.158 0.49
H -0.083 -3.041 2.479 0.52
H -1.457 -2.318 -1.652 0.51
H -1.341 2.188 -1.911 0.44
H 3.184 -0.035 1.236 0.53
H 0.741 0.606 0.309 0.48
H -1.862 1.925 0.633 0.50
O -0.159 0.257 2.265 -1.06
H -0.601 -0.616 0.421 0.49
H -1.044 2.020 -3.287 0.49
H 1.094 -1.036 -0.017 0.48
H 0.019 -0.671 2.381 0.47
H 0.151 -0.239 -1.030 0.39
H 0.929 2.671 -1.466 0.50
H -2.457 0.200 0.848 0.50
H -2.201 -1.322 1.507 0.49
O -2.008 1.224 0.093 -0.89
H 1.531 -2.479 2.010 0.53
H 2.608 2.199 1.450 0.50
H -0.805 -2.261 -3.898 0.49
O 1.389 2.646 -0.657 -0.99
H -1.969 -1.959 -3.516 0.46
H -2.460 -2.007 -0.326 0.47
O 2.824 -0.931 0.935 -1.03
O 0.565 -2.428 1.969 -1.02
O -1.669 -2.317 -0.675 -1.01
O -0.658 2.311 -2.448 -0.92
O -1.237 -1.670 -3.222 -0.90

=====

Which structure loses on stability? arrangement P does.

=====

Arrangement P

29
Properties=species:S:1:pos:R:3:nbo_charge:R:1 method="wB97M-V/def2-TZVPD" charge=0 e_lumo_ev=0.3 homo_lumo_gap_ev=9.8277
H -1.773 1.164 -2.616 0.23
H 1.277 -1.600 1.163 0.20
C 0.926 -2.988 -0.195 -0.60
H 0.875 -2.823 2.070 0.20
C -2.380 -0.154 2.517 -0.59
H -0.255 0.041 2.446 0.20
H -2.558 0.339 3.494 0.21
H 0.247 -3.818 -0.495 0.20
C 0.337 0.430 -2.304 0.67
H -3.294 -0.928 2.377 0.21
C -1.062 1.994 -0.871 0.07
H -0.859 -1.329 3.309 0.19
H 2.242 0.395 -1.080 0.44
H 1.934 -3.472 0.195 0.21
H -2.398 0.636 1.670 0.19
H -1.743 -2.385 1.544 0.19
N 1.295 0.858 -1.290 -0.67
H -1.013 -1.046 0.434 0.18
H -0.199 2.593 0.873 0.43
C -0.835 -1.682 1.376 -0.37
O 0.519 -0.387 -3.149 -0.54
O 1.925 1.400 0.936 -0.66
C -0.982 -0.768 2.513 -0.41
N -0.082 2.120 0.006 -0.58
C -0.947 1.147 -1.976 -0.39
H -1.903 2.608 -0.793 0.22
C 1.121 1.534 -0.088 0.77
H 1.087 -2.253 -0.951 0.21
C 0.537 -2.357 1.205 -0.41

=====

Arrangement Q

29
Properties=species:S:1:pos:R:3:nbo_charge:R:1 method="wB97M-V/def2-TZVPD" charge=0 e_lumo_ev=0.0 homo_lumo_gap_ev=9.2417
H 2.377 -0.811 -0.895 0.21
C 1.236 2.633 -0.487 -0.63
H -4.027 -2.492 -0.226 0.23
C 2.850 -1.848 1.097 -0.62
C 1.125 1.172 -0.703 -0.37
C -1.192 -0.486 -0.855 0.67
C 1.631 0.477 0.732 -0.41
H 0.117 0.807 -0.923 0.22
H 0.987 0.631 1.507 0.20
O -0.072 -0.545 -1.281 -0.54
H 0.856 3.164 -1.394 0.19
O -3.465 1.649 1.086 -0.61
H 1.095 -1.522 -0.125 0.21
C -3.026 0.667 0.472 0.78
N -1.822 0.695 -0.267 -0.69
C 2.015 -0.954 0.172 -0.45
H 2.022 3.331 -0.272 0.22
H 1.910 0.641 -1.487 0.18
H 2.684 0.792 1.059 0.19
H 3.762 -2.570 0.497 0.22
H -4.670 -0.262 0.664 0.43
N -3.668 -0.554 0.603 -0.62
H 2.045 -2.601 1.857 0.21
H 0.460 2.819 0.394 0.17
H -1.795 -2.352 -1.550 0.25
C -2.126 -1.610 -0.835 -0.38
C -3.311 -1.655 -0.244 0.07
H 3.477 -0.932 1.741 0.20
H -1.477 1.716 -0.338 0.46

=====

Which structure loses on stability? arrangement Q does.